DFT (ωB97M-V/def2-TZVPD) results for a cluster of 2 separate species, C8H18Si in total in a non-equilibrium geometry.

Calculated values
- HOMO level (eV) = -7.8
- gap between HOMO and LUMO (eV) = 8.43
- maximum force (eV/A) = 3.8
- SMILES = C/C=[SiH]/CC.C/C=C/C
- electronic energy (a.u.) = -604.93101
- energy above the lowest of the compared OMol25 structures with the same formula, charge and spin (kcal/mol) = 89.6

XYZ file:
```
27
Properties=species:S:1:pos:R:3:forces:R:3
C -0.7283 -1.3438 5.2244 -1.05 -0.74 -2.56
C -0.0843 -1.3236 3.8039 0.55 1.91 0.24
Si -0.1313 -0.1061 2.4888 1.77 -3.27 0.51
C 0.9010 -0.7111 1.0020 -1.18 1.35 -1.40
C 0.2349 -1.6771 -0.0408 0.44 -0.66 3.52
H -1.4410 -0.5426 5.3249 -1.09 0.02 -0.58
H -1.2132 -2.3442 5.3339 0.25 0.89 0.38
H -0.1779 -1.0589 6.0660 1.98 -0.41 1.11
H 0.8120 -1.9911 3.6514 -1.17 0.50 0.02
H -0.7470 1.1104 2.0447 -0.94 0.68 0.41
H 1.2138 0.1737 0.4204 -0.48 0.18 0.12
H 1.8604 -1.0201 1.2440 1.70 -1.25 1.15
H -0.3032 -2.4231 0.5498 -0.97 0.39 0.07
H -0.4182 -1.0614 -0.6033 -0.40 -0.26 -1.43
H 0.9439 -2.4109 -0.3865 0.60 0.68 -1.60
C -0.3075 0.3784 -4.5475 -2.58 -1.21 0.32
C -0.5787 1.0853 -3.2569 -1.20 1.10 -2.31
C 0.4755 1.4834 -2.6051 1.05 -0.64 0.98
C 0.2525 2.3971 -1.4921 -0.98 2.10 -0.81
H 0.7288 0.3506 -4.7456 1.20 -0.63 0.08
H -0.7972 -0.6272 -4.3730 0.79 0.66 -1.16
H -0.7048 0.8900 -5.4372 -0.48 -0.27 0.41
H -1.6043 1.5361 -3.0622 1.31 -0.96 -0.11
H 1.4355 1.0384 -2.9334 -0.35 0.75 0.58
H 0.6428 3.3938 -1.6478 0.51 0.39 -0.51
H -0.8212 2.5883 -1.4986 -0.07 -0.07 0.48
H 0.5572 2.2157 -0.5242 0.78 -1.23 2.09
```
Forces are in eV/Å.

---

DFT (ωB97M-V/def2-TZVPD) results for a structure of composition C40H64O32S4 in a non-equilibrium geometry.

Calculated values
- HOMO level (eV) = -9.5
- gap between HOMO and LUMO (eV) = 9.19
- maximum force (eV/A) = 3.1
- electronic energy (a.u.) = -5562.89676
- energy above the lowest of the compared OMol25 structures with the same formula, charge and spin (kcal/mol) = 2.1

XYZ file:
```
140
Properties=species:S:1:pos:R:3:forces:R:3
O 4.4276 -2.7822 -6.1562 0.36 -0.11 0.12
C 3.6065 -2.5115 -5.3335 -0.12 -0.16 -0.84
O 3.8832 -1.7146 -4.2731 -0.53 0.63 0.36
C 2.6415 -1.4019 -3.5920 -0.21 -0.64 1.38
C 1.5316 -1.7996 -4.5204 -1.03 0.02 -1.83
C 2.1516 -2.9381 -5.3154 0.84 -0.16 0.63
H 2.6090 -0.3987 -3.1680 0.31 0.30 -0.72
H 2.5867 -2.0323 -2.6937 0.14 -0.21 -0.08
H 1.3077 -1.0735 -5.3105 0.28 0.58 0.44
H 0.5358 -2.0279 -4.1412 0.31 -0.10 0.71
H 1.7884 -3.0823 -6.3266 -0.09 -0.04 0.06
H 2.1674 -3.8901 -4.7741 -0.31 -0.07 -0.07
O -0.2951 1.6113 -2.1606 -1.12 -0.13 0.03
C -0.4093 0.8592 -1.2231 1.44 0.37 -0.67
O -1.5655 0.3663 -0.7450 -0.32 0.59 -0.80
C -1.3430 -0.5479 0.3472 0.75 -0.12 -0.74
C 0.0873 -0.2096 0.7349 0.20 -0.42 2.58
C 0.8051 0.3788 -0.4313 -1.36 -0.63 -0.24
H -1.4445 -1.5598 -0.0523 -0.10 0.01 0.02
H -2.0867 -0.3912 1.1241 0.06 0.17 -0.07
H 0.6051 -1.0729 1.1521 -0.08 0.08 0.19
H 0.0184 0.5477 1.5185 0.09 -0.17 0.09
H 1.3461 -0.4266 -0.9325 0.04 0.35 -0.48
H 1.4592 1.2159 -0.2083 0.06 -0.04 -0.10
O -3.0951 -2.8961 -5.0918 0.02 -0.22 -0.45
C -3.4500 -1.8663 -4.6094 0.39 -0.62 1.07
O -3.3034 -0.6862 -5.2554 -0.79 -0.41 -0.78
C -3.8067 0.4128 -4.5197 0.84 0.24 1.51
C -4.3107 -0.1678 -3.1866 0.04 0.70 0.56
C -3.9654 -1.6738 -3.1760 -0.69 2.08 -0.38
H -4.6211 1.0103 -4.9271 0.26 -0.42 -1.03
H -2.9247 1.0434 -4.3892 -0.32 0.29 0.13
H -5.3567 0.1282 -3.0927 -0.15 -0.61 0.12
H -3.7947 0.3076 -2.3528 0.03 0.16 -0.01
H -4.8324 -2.2584 -2.8881 0.21 -0.47 -0.34
H -3.2017 -1.7627 -2.4092 0.32 -0.74 -0.40
O -3.1999 -4.4926 -1.8319 0.24 0.22 -0.69
C -2.1122 -4.4234 -1.3480 -1.01 0.47 2.20
O -1.1780 -3.4919 -1.6683 0.25 0.86 -1.42
C 0.1650 -3.8019 -1.2112 -2.19 -2.19 0.44
C -0.1377 -5.0848 -0.3848 2.36 -0.75 1.36
C -1.6339 -5.1603 -0.1197 1.63 -0.69 -0.21
H 0.5441 -2.9777 -0.6144 0.17 0.10 -0.25
H 0.7500 -4.1425 -2.0619 0.31 0.84 -0.13
H 0.4747 -5.0780 0.5216 -0.40 0.29 0.28
H 0.3031 -5.9848 -0.8230 -0.49 0.11 -0.71
H -1.7724 -4.7435 0.8767 -0.79 0.77 -0.49
H -2.0146 -6.1747 -0.0264 -0.01 -0.02 -0.43
O -5.5377 1.8955 4.9797 -0.24 0.17 0.36
C -4.3727 2.0882 4.8037 -0.34 -1.25 -0.30
O -3.5228 1.0283 4.6442 -0.31 -0.36 0.11
C -2.2170 1.4213 4.1640 -1.57 1.21 -0.81
C -2.2045 2.8985 4.6246 2.07 -0.45 -0.82
C -3.6585 3.3718 4.5626 1.18 -0.60 0.87
H -2.2336 1.4204 3.0693 -0.04 -0.29 0.05
H -1.5039 0.6722 4.4895 0.29 0.51 0.41
H -1.5176 3.4830 4.0071 -0.17 0.01 -0.11
H -1.7356 2.8757 5.6109 -0.65 0.51 0.35
H -4.0615 3.6909 3.6017 0.54 0.46 -0.07
H -3.7765 4.0938 5.3651 -0.73 0.14 -0.23
O 2.7648 -7.1697 1.8845 0.06 0.46 0.06
C 2.8175 -6.0567 2.3427 -0.06 -1.26 -0.68
O 1.7030 -5.3609 2.6053 -0.22 0.49 -0.08
C 2.0242 -4.1102 3.2319 -0.58 0.81 0.41
C 3.4817 -4.2807 3.6907 -0.82 0.65 0.21
C 4.0650 -5.2934 2.7276 -2.02 0.09 1.01
H 1.3123 -3.9579 4.0479 0.29 -0.41 0.26
H 1.7716 -3.2328 2.6275 0.56 -0.39 -0.69
H 3.3539 -4.6959 4.6916 0.76 0.14 0.11
H 4.0752 -3.3688 3.6566 -0.28 0.15 0.51
H 4.6172 -6.0092 3.3296 1.21 0.15 -1.04
H 4.3649 -4.7198 1.8516 1.07 -0.76 -0.06
O -1.9456 3.0265 1.0075 0.19 0.33 -0.83
C -3.0034 2.8598 0.4514 0.43 0.05 1.69
O -3.8716 2.0135 1.0399 -0.48 -0.99 -0.61
C -5.0850 1.8900 0.2506 0.12 1.95 0.33
C -5.1504 3.3105 -0.4173 -0.59 -2.26 -0.17
C -3.6679 3.5457 -0.6968 -0.54 0.95 -0.48
H -5.8857 1.7259 0.9644 -0.08 -0.21 -0.12
H -5.0408 1.1207 -0.5086 0.33 -0.42 0.10
H -5.6512 3.9611 0.2950 0.41 0.48 -0.10
H -5.7731 3.1997 -1.3051 0.10 0.45 -0.11
H -3.4509 4.6104 -0.7805 0.39 -0.07 0.37
H -3.3379 3.1316 -1.6502 -0.11 -0.36 0.01
O 1.3530 -0.9359 3.9431 -0.23 -0.05 0.88
C 1.6531 0.2194 4.0588 1.84 -0.35 -1.16
O 0.8386 1.1734 3.6057 -1.79 0.36 -0.71
C 1.4007 2.4814 3.4925 0.40 0.01 1.73
C 2.8651 2.1577 3.5851 2.48 -0.37 -0.46
C 3.0654 0.8221 4.3379 -1.73 -0.38 0.14
H 0.9634 3.0421 4.3236 0.40 0.18 0.11
H 1.1722 3.0597 2.5985 -0.40 -0.77 -0.37
H 3.5835 2.9345 3.8485 -0.45 0.24 0.36
H 3.1868 1.8826 2.5736 -0.16 0.21 -0.16
H 3.3072 0.7743 5.4014 -0.32 0.69 0.11
H 3.7837 0.1305 3.9044 -0.02 0.24 -0.40
C -1.2440 5.1069 -4.9774 0.21 0.75 1.23
C -1.3622 3.8155 -4.1796 1.07 -0.31 -1.39
O -2.7701 3.6042 -4.2231 -0.91 -0.47 0.96
S -3.5161 4.2854 -5.4419 0.29 -1.45 -1.87
O -4.4543 5.2251 -4.9441 0.14 0.13 0.14
O -3.9289 3.3035 -6.4189 0.32 1.13 1.37
O -2.1940 4.9606 -6.0406 -0.13 0.37 0.29
H -0.2795 5.4267 -5.3587 0.05 -0.63 -0.35
H -1.5266 5.9018 -4.2776 -0.41 0.23 -0.35
H -0.9631 3.8148 -3.1693 -0.44 0.30 0.13
H -0.8665 2.9866 -4.6910 -0.12 -0.05 -0.04
C 5.2870 6.0840 -1.1696 -0.19 1.52 1.17
C 5.8316 5.3302 -2.3833 0.92 0.62 0.74
O 5.0792 4.1369 -2.4143 -1.16 -0.11 0.20
S 3.5274 4.5550 -2.0749 0.33 -1.21 -0.31
O 2.9050 3.3961 -1.4963 0.58 1.50 -0.35
O 2.9526 5.1906 -3.2311 0.51 -0.24 1.25
O 3.9382 5.6313 -0.9421 -0.44 -0.64 -0.73
H 5.2963 7.1788 -1.1203 -0.39 0.01 -1.34
H 5.8548 5.9772 -0.2378 -0.05 -1.32 -0.17
H 6.8620 5.1310 -2.0875 0.03 -0.49 -0.63
H 5.7958 5.8188 -3.3556 -0.16 0.29 0.19
C 5.9527 -1.8782 -1.0089 1.06 -1.02 -0.23
C 5.8106 -0.3907 -0.9348 0.09 1.12 -1.85
O 4.6212 -0.1302 -0.2390 -0.94 -0.44 2.19
S 4.3909 -1.2528 0.9294 -0.39 0.01 -0.34
O 2.9840 -1.5504 0.9822 1.39 0.08 -0.50
O 5.0188 -0.9596 2.1958 -0.01 -0.08 -1.63
O 5.2254 -2.3864 0.1243 -0.40 0.09 0.79
H 7.0044 -2.1775 -0.9909 0.00 0.08 0.86
H 5.6611 -2.3819 -1.9328 -1.04 0.41 0.13
H 5.6001 0.0192 -1.9269 0.32 -0.06 0.01
H 6.6690 0.1531 -0.5365 -0.10 -0.26 0.40
C -3.7855 -2.5792 5.8462 -1.68 0.03 -0.74
C -2.4525 -1.9344 5.5208 -0.03 -0.46 0.87
O -1.9146 -2.8730 4.5707 0.13 0.73 -1.16
S -3.0884 -3.0589 3.4791 -0.52 0.02 0.58
O -2.8933 -4.2787 2.7673 -0.01 0.66 0.45
O -3.3140 -1.8231 2.7650 0.23 -1.26 0.86
O -4.2141 -3.2884 4.6328 1.11 0.16 -1.08
H -4.6220 -1.8862 5.9344 0.41 0.31 0.82
H -3.7557 -3.3216 6.6393 0.07 0.06 0.01
H -1.7922 -1.9420 6.3837 0.09 -0.02 -0.07
H -2.5893 -0.9139 5.1708 0.17 -0.29 -0.46
```
Forces are in eV/Å.

---

DFT (ωB97M-V/def2-TZVPD) results for an isolated molecule of C22H29N5 in a non-equilibrium geometry.

Calculated values
- HOMO level (eV) = -7.8
- gap between HOMO and LUMO (eV) = 8.52
- maximum force (eV/A) = 1.2
- SMILES = CCN1CCc2c(C#N)c(NCc3ccccc3)nc(N(CC)CC)c2C1
- electronic energy (a.u.) = -1129.51354
- energy above the lowest of the compared OMol25 structures with the same formula, charge and spin (kcal/mol) = 2.8

XYZ file:
```
56
Properties=species:S:1:pos:R:3:forces:R:3
C 5.6530 0.5200 -0.6388 -0.06 -0.29 0.06
C 5.0241 -0.8687 -0.6873 0.12 0.16 -0.12
N 3.5804 -0.8032 -0.8296 0.02 0.04 0.04
C 2.9696 -2.0629 -1.2407 -0.22 -0.17 -0.21
C 2.2061 -2.7785 -0.1130 0.11 0.05 -0.19
C 1.1212 -1.8502 0.3244 -0.27 0.16 0.05
C -0.1973 -2.2435 0.5669 0.36 1.13 0.07
C -0.6214 -3.5715 0.4436 -0.20 -0.73 -0.06
N -1.0105 -4.6502 0.3441 -0.09 -0.19 0.01
C -1.1087 -1.2363 0.9767 0.33 -0.27 -0.01
N -2.3549 -1.5692 1.3960 -0.03 -0.32 0.06
C -3.3932 -0.5809 1.6032 -0.08 0.10 -0.02
C -4.1800 -0.3310 0.3407 -0.06 0.01 0.10
C -5.4389 -0.8858 0.1579 0.07 0.05 0.07
C -6.1305 -0.6820 -1.0240 -0.10 -0.03 -0.08
C -5.5653 0.0722 -2.0375 -0.08 -0.02 -0.07
C -4.3062 0.6235 -1.8653 0.04 0.03 -0.04
C -3.6184 0.4234 -0.6827 0.01 0.05 -0.03
N -0.7715 0.0448 0.9795 -0.12 0.20 -0.05
C 0.4632 0.4277 0.6575 0.08 -0.57 0.07
N 0.7049 1.7885 0.6038 0.08 0.08 0.20
C -0.2539 2.6428 1.2882 -0.08 -0.03 0.33
C -0.1644 2.4391 2.7960 -0.07 0.11 -0.21
C 1.2048 2.3133 -0.6567 -0.04 0.09 -0.37
C 0.1036 2.5096 -1.7029 0.21 -0.02 0.22
C 1.4791 -0.5134 0.4190 -0.06 -0.04 -0.08
C 2.9497 -0.2315 0.3584 0.10 0.21 0.06
H 5.4342 1.0252 0.2979 0.01 0.10 0.09
H 6.7325 0.4347 -0.7352 0.11 0.05 0.04
H 5.2741 1.1229 -1.4598 -0.03 0.09 -0.10
H 5.4150 -1.3916 -1.5637 -0.01 -0.03 0.10
H 5.3252 -1.4372 0.2130 -0.02 -0.03 -0.07
H 2.2554 -1.8421 -2.0452 0.06 -0.22 0.05
H 3.7354 -2.7251 -1.6490 -0.01 0.07 0.00
H 2.8893 -2.9838 0.7171 -0.03 -0.05 0.04
H 1.7996 -3.7280 -0.4637 0.04 0.00 0.05
H -2.6573 -2.5125 1.1996 0.05 0.05 0.03
H -4.0508 -0.9400 2.3997 0.06 0.10 -0.05
H -2.8932 0.3344 1.9253 -0.17 -0.10 0.08
H -5.8833 -1.4770 0.9465 -0.04 -0.05 0.09
H -7.1114 -1.1150 -1.1544 -0.08 -0.03 -0.01
H -6.1043 0.2298 -2.9601 -0.05 0.01 -0.07
H -3.8613 1.2122 -2.6547 0.04 0.05 -0.06
H -2.6352 0.8466 -0.5413 0.10 0.07 0.00
H 0.0030 3.6766 1.0465 -0.02 -0.05 -0.07
H -1.2800 2.4473 0.9543 0.07 0.13 -0.05
H 0.8523 2.6150 3.1390 0.09 0.04 0.05
H -0.4474 1.4227 3.0540 -0.04 -0.05 0.09
H -0.8327 3.1293 3.3044 -0.08 0.05 0.11
H 1.7011 3.2677 -0.4538 0.06 -0.11 -0.04
H 1.9379 1.6184 -1.0642 0.09 0.07 0.05
H 0.5433 2.8449 -2.6387 0.00 0.05 -0.12
H -0.6247 3.2489 -1.3787 -0.10 0.07 0.00
H -0.4110 1.5672 -1.8796 -0.09 -0.10 -0.06
H 3.1548 0.8378 0.3941 -0.03 -0.07 0.11
H 3.3951 -0.6753 1.2728 0.05 0.10 -0.07
```
Forces are in eV/Å.

---

DFT (ωB97M-V/def2-TZVPD) results for a cluster of 2 separate species, C3H11N2 in total.

Calculated values
- HOMO level (eV) = -14.6
- gap between HOMO and LUMO (eV) = 11.62
- maximum force (eV/A) = 0.8
- electronic energy (a.u.) = -230.13968
- energy above the lowest of the compared OMol25 structures with the same formula, charge and spin (kcal/mol) = 26.8
- charge = +1

XYZ file:
```
16
Properties=species:S:1:pos:R:3:forces:R:3
C -1.0502 1.1723 -0.1788 -0.02 -0.27 0.20
N -0.8876 -0.2701 0.1787 0.29 0.12 -0.09
C -1.3903 -1.1882 -0.8784 -0.28 -0.07 0.11
H -0.4746 1.3631 -1.0781 -0.06 0.02 -0.11
H -2.1095 1.3521 -0.3387 0.04 0.17 -0.07
H -0.6708 1.7874 0.6326 -0.06 -0.01 0.03
H -1.3439 -0.4555 1.0723 -0.12 -0.05 -0.09
H -2.4614 -1.0446 -0.9968 -0.01 0.02 0.04
H -1.1940 -2.2144 -0.5782 0.06 0.02 -0.09
H -0.9017 -0.9456 -1.8174 0.13 -0.06 0.04
C 2.5098 0.5754 0.7702 -0.19 0.00 -0.14
N 1.8755 -0.5196 0.8830 0.54 -0.10 0.51
H 3.3442 0.7087 0.0808 0.40 -0.08 0.51
H 2.1837 1.4300 1.3598 -0.24 0.22 -0.42
H 0.1247 -0.4628 0.3626 -0.06 0.07 0.23
H 2.4461 -1.2883 0.5264 -0.43 0.01 -0.70
```
Forces are in eV/Å.

---

Which LUMO energy belongs to each record? In order, 0.58, -0.28, 0.74, -3.01 eV.